## one
The molecule C22H29NO2. Source: the OMol25 dataset; level of theory: the ωB97M-V functional and the def2-TZVPD basis.

Cartesian coordinates (Å):
C  3.340  1.442  -5.960
C  2.445  1.123  -4.800
C  2.092  -0.186  -4.504
C  1.253  -0.476  -3.444
C  0.740  0.546  -2.659
C  -0.146  0.245  -1.469
O  -0.683  -1.055  -1.611
C  -1.804  -1.343  -0.819
C  -1.477  -1.710  0.637
O  -0.891  -2.996  0.616
C  -2.728  -1.668  1.556
N  -2.595  -0.871  2.756
C  -2.497  0.555  2.509
C  -2.665  1.320  3.819
C  -1.593  0.885  4.812
C  -1.685  -0.624  5.002
C  -1.549  -1.325  3.653
C  0.704  0.417  -0.223
C  1.652  -0.548  0.097
C  2.424  -0.414  1.236
C  2.270  0.693  2.057
C  1.343  1.667  1.730
C  0.562  1.530  0.594
C  1.089  1.858  -2.948
C  1.931  2.141  -4.006
H  4.037  2.237  -5.702
H  3.903  0.565  -6.268
H  2.745  1.780  -6.809
H  2.481  -0.993  -5.110
H  0.977  -1.494  -3.222
H  -0.973  0.978  -1.438
H  -2.504  -0.494  -0.831
H  -2.275  -2.211  -1.289
H  -0.748  -0.981  1.012
H  -0.523  -3.186  1.486
H  -2.960  -2.694  1.857
H  -3.589  -1.286  1.002
H  -3.292  0.832  1.812
H  -1.529  0.832  2.056
H  -2.598  2.392  3.625
H  -3.651  1.103  4.231
H  -1.727  1.398  5.766
H  -0.606  1.144  4.421
H  -0.902  -0.977  5.676
H  -2.654  -0.878  5.435
H  -1.660  -2.405  3.785
H  -0.537  -1.124  3.252
H  1.751  -1.412  -0.542
H  3.150  -1.174  1.486
H  2.871  0.794  2.948
H  1.220  2.533  2.364
H  -0.168  2.289  0.347
H  0.701  2.664  -2.340
H  2.194  3.168  -4.220

frontier orbital gap = 0.334 hartree
structure (SMILES) = Cc1ccc([C@@H](OC[C@H](O)CN2CCCCC2)c2ccccc2)cc1
E_LUMO = 0.8 eV
HOMO = -0.3054 Eh

=====

## two
C22H29NO2 as an isolated structure. Source: the OMol25 dataset; level of theory: the ωB97M-V functional and the def2-TZVPD basis.

Cartesian coordinates (Å):
C  5.017  2.309  1.216
H  4.927  3.255  0.644
H  5.047  2.537  2.180
C  4.031  1.221  0.625
C  4.087  0.878  -1.013
C  3.037  -0.122  -1.259
N  3.331  -1.401  -0.469
C  2.812  -2.438  -1.333
C  1.244  -2.533  -1.273
O  0.922  -2.917  0.127
C  -0.564  -2.658  0.354
C  -1.186  -1.335  0.259
O  -2.356  -1.677  0.797
C  -3.333  -0.556  0.504
C  -4.663  -1.157  0.467
C  -5.812  -0.444  0.293
C  -5.515  0.665  -0.371
C  -4.310  1.279  -0.457
C  -3.054  0.736  -0.144
C  -1.881  1.365  -0.034
C  -1.184  1.590  0.920
C  -0.062  2.387  1.105
C  0.546  2.833  -0.214
C  -0.218  2.502  -1.258
C  -1.355  1.934  -1.614
H  -1.822  1.579  -2.288
H  0.239  2.598  -2.388
H  1.520  3.426  -0.350
H  0.519  2.469  1.971
H  -1.499  1.233  2.035
H  -4.103  2.422  -1.018
H  -6.425  1.375  -0.906
H  -6.705  -0.776  0.299
H  -4.795  -2.245  1.016
H  -1.148  -1.076  -0.645
H  -0.384  -0.603  1.019
H  -0.994  -3.448  -0.602
H  -0.674  -3.295  1.579
H  0.844  -1.564  -1.497
H  0.849  -3.220  -1.773
H  3.233  -2.591  -2.096
H  3.096  -3.250  -0.438
C  3.145  -1.181  0.827
C  4.173  -0.236  1.354
H  5.135  -0.363  1.042
H  4.265  -0.068  2.397
H  3.516  -2.216  1.303
H  2.345  -0.984  1.092
H  3.210  -0.100  -2.493
H  1.929  0.366  -1.046
H  5.103  0.803  -1.175
H  3.855  2.030  -1.433
H  3.148  1.643  0.802
H  6.052  1.923  0.997

frontier orbital gap = 0.297 hartree
E_LUMO = -0.3 eV
HOMO = -0.3073 Eh

=====

Preferred: one; penalty for the next structure: 0.7775 hartree.

=====

## one
C4H11N2OP as an isolated structure. Source: the OMol25 dataset; level of theory: the ωB97M-V functional and the def2-TZVPD basis.

Cartesian coordinates (Å):
C  2.330  0.682  -0.586
C  1.897  -0.752  -0.955
C  -1.752  0.719  -0.431
C  -2.271  -0.994  1.093
N  1.312  1.055  0.364
N  -1.301  -0.504  0.160
O  1.359  -1.367  0.184
P  0.685  -0.321  1.247
H  3.331  0.681  -0.047
H  2.369  1.400  -1.318
H  1.201  -0.522  -1.813
H  2.662  -1.385  -1.316
H  -1.367  0.769  -1.438
H  -2.875  0.708  -0.380
H  -1.441  1.477  0.113
H  -3.259  -0.871  0.669
H  -2.118  -2.113  1.332
H  -2.277  -0.437  2.092
H  1.514  1.777  1.030

frontier orbital gap = 0.297 hartree
E_LUMO = 0.7 eV
HOMO = -0.2711 Eh

=====

## two
C4H11N2OP as an isolated structure. Source: the OMol25 dataset; level of theory: the ωB97M-V functional and the def2-TZVPD basis.

Cartesian coordinates (Å):
C  0.455  -0.088  -0.875
C  1.379  0.183  0.036
C  2.796  -0.265  -0.125
C  1.065  0.644  1.421
N  -2.405  -0.898  0.681
N  -2.711  -0.072  -1.675
O  -2.038  1.654  0.267
P  -1.776  0.332  -0.257
H  0.622  -0.285  -1.869
H  2.876  -1.168  -0.877
H  3.407  0.472  -0.564
H  3.227  -0.444  0.762
H  0.799  1.700  1.254
H  1.979  0.828  2.072
H  0.359  0.111  2.021
H  -2.666  -0.606  1.699
H  -2.394  -1.842  0.495
H  -2.634  0.672  -2.412
H  -2.340  -0.927  -2.055

frontier orbital gap = 0.357 hartree
E_LUMO = 0.7 eV
HOMO = -0.3301 Eh

=====

Preferred: two; penalty for the next structure: 0.0389 hartree.

=====

## one
A 5-piece molecular cluster, C5H20N2O5 overall. Source: the OMol25 dataset; level of theory: the ωB97M-V functional and the def2-TZVPD basis.

Cartesian coordinates (Å):
C  0.375  1.861  2.250
N  1.073  1.263  1.126
C  1.309  -0.176  1.011
C  2.900  -0.260  0.979
O  3.637  0.680  1.074
C  0.835  -0.752  -0.334
C  1.561  -0.351  -1.618
N  0.905  -0.993  -2.787
H  0.855  1.782  3.229
H  -0.642  1.455  2.162
H  0.298  2.953  2.202
H  1.952  1.765  1.036
H  0.929  -0.701  1.867
H  3.294  -1.290  0.917
H  1.015  -1.860  -0.184
H  -0.223  -0.431  -0.300
H  2.609  -0.586  -1.548
H  1.288  0.710  -1.895
H  -0.084  -0.850  -2.713
H  1.128  -1.998  -2.759
O  -0.948  2.601  -1.020
H  -0.179  2.881  -0.519
H  -0.772  1.743  -1.427
O  -1.395  -2.092  1.459
H  -1.693  -2.025  2.365
H  -2.005  -2.562  0.883
O  -2.095  0.125  -1.943
H  -2.637  -0.097  -1.181
H  -2.179  1.075  -2.072
O  -3.915  -1.639  0.043
H  -3.184  -1.527  -0.594
H  -4.011  -0.704  0.289

frontier orbital gap = 0.324 hartree
structure (SMILES) = CN[C@H](C=O)CCN.O.O.O.O
E_LUMO = 0.2 eV
HOMO = -0.3176 Eh

=====

## two
A 5-piece molecular cluster, C5H20N2O5 overall. Source: the OMol25 dataset; level of theory: the ωB97M-V functional and the def2-TZVPD basis.

Cartesian coordinates (Å):
C  1.272  0.963  2.472
C  0.641  -0.305  1.887
N  1.533  -1.054  0.989
C  1.009  -2.371  0.604
C  0.222  -2.334  -0.697
N  -1.240  -2.284  -0.428
C  -2.258  -1.989  -1.267
O  -3.363  -1.632  -0.881
H  2.033  0.798  3.225
H  0.442  1.386  3.058
H  1.574  1.627  1.664
H  -0.246  0.014  1.359
H  0.466  -1.046  2.674
H  1.592  -0.422  0.170
H  1.747  -3.189  0.563
H  0.394  -2.643  1.464
H  0.328  -3.288  -1.319
H  0.608  -1.566  -1.396
H  -1.530  -2.102  0.532
H  -2.056  -1.900  -2.344
O  0.518  3.952  -0.155
H  0.745  3.195  -0.739
H  0.427  3.376  0.620
O  -1.116  1.753  -2.707
H  -1.647  1.719  -3.505
H  -1.741  1.981  -2.002
O  -2.279  1.118  -0.093
H  -2.973  0.460  -0.250
H  -1.516  0.715  0.322
O  1.869  1.739  -1.065
H  2.721  2.153  -0.903
H  1.824  1.175  -1.853

frontier orbital gap = 0.356 hartree
structure (SMILES) = CCNCCNC=O.O.O.O.O
E_LUMO = 0.3 eV
HOMO = -0.3447 Eh

=====

Preferred: two; penalty for the next structure: 0.0423 hartree.